The following is a quantum chemistry calculation of one molecule with the formula C7H19N3, from the OMol25 dataset.

## Properties
* HOMO energy: -8.38 eV
* E_tot: -442.2965 hartree
* F_max: 2.6 eV Å⁻¹
* relative energy (zero: lowest compared OMol25 entry of this formula, charge and spin): 2.300 eV
* spin multiplicity: 1
* SMILES: CN(C)C(N(C)C)N(C)C
* gap between HOMO and LUMO: 9.29 eV
* E_LUMO: 0.91 eV

Structure (XYZ):
```
29
C7H19N3 (ωB97M-V/def2-TZVPD)
H -2.385 -1.359 1.345
H 0.209 3.017 0.936
C 0.322 1.912 0.971
H 2.594 -1.216 1.237
H 1.346 1.687 1.160
H -1.761 1.439 -1.641
H 1.051 -2.018 1.300
H -2.230 1.545 0.058
H 3.336 -0.443 -0.774
C -1.590 -0.663 1.120
N -1.183 -0.832 -0.265
N -0.173 1.383 -0.307
C 1.495 -1.036 1.106
H -0.666 -2.241 -1.662
H -0.003 -0.091 -1.754
C -1.076 -2.176 -0.642
H -0.418 -2.728 -0.026
C -1.465 1.872 -0.690
H 1.165 -0.315 1.829
N 1.291 -0.634 -0.279
H -1.465 2.997 -0.748
H 2.156 0.388 -1.886
C -0.039 -0.009 -0.665
H -1.988 0.305 1.307
H -0.738 -0.730 1.878
H -0.248 1.506 1.858
C 2.369 0.145 -0.785
H 2.502 1.180 -0.326
H -2.093 -2.619 -0.627
```



The following is a quantum chemistry calculation of a 2-piece molecular cluster, C7H19N4OS overall, from the OMol25 dataset.

## Properties
* HOMO energy: -12.83 eV
* E_tot: -970.2300 hartree
* F_max: 5.7 eV Å⁻¹
* relative energy (zero: lowest compared OMol25 entry of this formula, charge and spin): 0.565 eV
* spin multiplicity: 1
* gap between HOMO and LUMO: 9.52 eV
* E_LUMO: -3.32 eV
* charge: +1

Structure (XYZ):
```
32
C7H19N4OS (ωB97M-V/def2-TZVPD)
H 4.191 0.911 1.101
N 0.438 -0.635 1.827
H 1.211 -0.911 2.510
N -0.895 -0.718 -0.114
O 1.141 -2.367 -1.322
H -4.275 0.511 -0.740
H -4.160 2.288 -0.725
C -2.311 1.179 -0.068
H -1.790 1.257 -1.050
H -1.909 1.994 0.597
C -1.025 -1.296 -1.428
C -3.868 1.321 -0.096
H 0.354 -1.941 -3.037
H -1.689 -0.593 -2.034
H 3.052 -0.617 1.102
H -4.303 1.384 0.828
H 4.084 -0.193 -0.250
N 2.175 0.739 -0.101
H -0.090 0.181 2.085
H 1.658 1.281 0.488
C 0.359 -1.403 -2.115
H 0.832 -0.472 -2.071
C 3.449 0.293 0.484
H -1.561 -2.283 -1.377
H 0.060 -4.489 -0.396
C 0.168 -1.089 0.559
C 1.012 -2.183 0.009
N -2.035 -0.201 0.581
H 2.018 -2.048 0.446
H 2.334 1.289 -0.947
H -2.848 -0.830 0.337
S 0.316 -3.763 0.718
```



The following is a quantum chemistry calculation of one molecule with the formula C7H19NO2Si2, from the OMol25 dataset.

## Properties
* HOMO energy: -9.89 eV
* E_tot: -1062.4966 hartree
* F_max: 2.1 eV Å⁻¹
* spin multiplicity: 1
* SMILES: C[Si](C)(C)NC(=O)O[Si](C)(C)C
* gap between HOMO and LUMO: 10.58 eV
* E_LUMO: 0.69 eV

Structure (XYZ):
```
31
C7H19NO2Si2 (ωB97M-V/def2-TZVPD)
H 1.545 2.438 -1.436
C -2.734 -1.499 2.771
Si -2.164 -0.304 1.445
H 4.711 -0.486 -0.400
C 4.178 -0.652 -1.312
H 3.949 -1.724 -1.417
H -0.046 -1.298 1.680
N -0.508 -0.802 0.954
H 0.473 0.052 -2.863
C 1.466 -0.394 -2.871
H -3.038 1.587 2.829
O -0.375 0.467 -0.852
H -2.008 2.109 1.473
C -2.138 1.370 2.256
H 3.260 2.388 -1.901
H -1.323 1.477 2.983
H -2.606 -2.503 2.377
H -3.823 -1.367 -0.190
C 0.252 -0.168 -0.005
Si 2.440 0.131 -1.317
H -3.726 -1.223 3.095
H -2.080 -1.375 3.630
H -4.202 0.303 0.181
O 1.588 -0.402 0.021
H -2.896 -0.070 -0.893
H 2.000 -0.038 -3.754
H 1.273 -1.463 -2.866
H 2.721 2.177 -0.184
C -3.387 -0.386 0.006
C 2.506 1.975 -1.228
H 4.693 -0.318 -2.210
```



The following is a quantum chemistry calculation of a 2-piece molecular cluster, C7H19NP overall, from the OMol25 dataset.

## Properties
* HOMO energy: -13.44 eV
* E_tot: -673.9400 hartree
* F_max: 1.4 eV Å⁻¹
* relative energy (zero: lowest compared OMol25 entry of this formula, charge and spin): 0.500 eV
* spin multiplicity: 1
* gap between HOMO and LUMO: 9.53 eV
* E_LUMO: -3.91 eV
* charge: +1

Structure (XYZ):
```
28
C7H19NP (ωB97M-V/def2-TZVPD)
H -1.411 0.282 2.271
C 0.434 -0.353 -0.461
H 0.643 1.503 -1.373
H 2.439 2.439 -0.850
H -1.846 -2.907 -0.678
H -0.884 0.791 -1.542
C -1.733 0.761 1.351
C -1.091 -2.230 -1.069
C 1.775 3.030 -0.227
H 1.560 -2.679 0.965
C -0.764 -1.154 -0.024
H -0.205 -2.814 -1.307
H -1.477 -1.794 -1.988
H -2.641 1.318 1.566
H 2.356 3.848 0.181
C 2.014 -1.760 1.327
H 1.481 -1.400 2.206
H 0.407 0.261 -2.471
C -1.999 -0.288 0.276
H -0.500 -1.657 0.907
H -2.784 -0.957 0.629
N 0.134 0.616 -1.546
P 2.045 -0.455 0.026
H 0.964 3.466 -0.802
H -2.391 0.188 -0.631
H 3.044 -1.970 1.614
H 1.395 2.443 0.602
H -0.965 1.470 1.050
```



The following is a quantum chemistry calculation of one molecule with the formula C7H19NSi, from the OMol25 dataset.

## Properties
* HOMO energy: -9.06 eV
* E_tot: -622.3171 hartree
* F_max: 4.6 eV Å⁻¹
* relative energy (zero: lowest compared OMol25 entry of this formula, charge and spin): 2.227 eV
* spin multiplicity: 1
* SMILES: CCC(C)(C)N[SiH](C)C
* gap between HOMO and LUMO: 9.96 eV
* E_LUMO: 0.90 eV

Structure (XYZ):
```
28
C7H19NSi (ωB97M-V/def2-TZVPD)
H 2.421 -1.958 1.852
H -1.768 2.640 -0.570
H -1.244 -1.709 -0.536
C -1.014 0.574 1.394
H -0.109 2.616 -1.133
Si 1.892 -0.085 0.258
H 0.827 -2.157 1.049
H -1.748 1.268 1.961
H 2.630 -1.214 -1.873
C -2.294 -1.377 -0.662
H 2.142 1.049 1.108
H -3.001 0.689 -0.538
C 3.136 -0.636 -1.086
N 0.455 -0.039 -0.678
H -0.090 1.053 1.940
H 3.947 -1.218 -0.646
C -0.902 0.830 -0.115
H -2.862 -1.838 -1.467
C 1.571 -1.447 1.439
H -1.926 0.237 -1.821
H -1.169 -0.519 1.481
H -0.379 2.881 0.591
H 3.594 0.274 -1.665
C -2.143 0.190 -0.792
H -2.894 -1.735 0.272
H 0.607 0.246 -1.708
H 1.115 -0.986 2.293
C -0.795 2.371 -0.347
```



The following is a quantum chemistry calculation of a 3-piece molecular cluster, C7H20N2 overall, from the OMol25 dataset.

## Properties
* HOMO energy: -7.87 eV
* E_tot: -388.1476 hartree
* F_max: 1.3 eV Å⁻¹
* relative energy (zero: lowest compared OMol25 entry of this formula, charge and spin): 1.035 eV
* spin multiplicity: 1
* SMILES: CNC(C)C.C=C.CN
* gap between HOMO and LUMO: 8.87 eV
* E_LUMO: 1.00 eV

Structure (XYZ):
```
29
C7H20N2 (ωB97M-V/def2-TZVPD)
C 0.503 0.615 -3.567
H -0.577 3.816 -0.991
H -1.266 -0.630 3.124
N 0.105 -0.276 1.502
C 0.182 -1.609 0.913
H 0.389 -3.697 1.443
H 1.029 2.060 -0.938
H -0.284 3.444 0.719
H 2.288 -1.489 0.440
C 0.338 -2.733 1.944
C 1.342 -1.630 -0.081
H 1.254 -2.594 2.517
C -0.658 3.037 -0.233
C -0.645 0.661 -2.885
H -1.352 1.464 -3.031
H -0.755 -1.758 0.363
H -0.976 -0.163 -2.277
H 1.123 -0.269 -3.556
H 0.724 1.334 -4.341
H 1.373 -2.582 -0.605
C -1.109 0.009 2.244
H -1.962 -0.110 1.573
H -1.713 2.790 -0.107
H 0.916 -0.126 2.097
H -0.504 -2.756 2.633
H 0.039 1.123 0.021
N 0.047 1.853 -0.691
H -1.078 1.047 2.578
H 1.227 -0.830 -0.808
```



The following is a quantum chemistry calculation of C7H20N3O3Si as an isolated structure, from the OMol25 dataset.

## Properties
* HOMO energy: -13.11 eV
* E_tot: -958.0497 hartree
* F_max: 1.2 eV Å⁻¹
* relative energy (zero: lowest compared OMol25 entry of this formula, charge and spin): 1.749 eV
* spin multiplicity: 1
* gap between HOMO and LUMO: 9.16 eV
* E_LUMO: -3.95 eV
* charge: +1

Structure (XYZ):
```
34
C7H20N3O3Si (ωB97M-V/def2-TZVPD)
C -2.582 -0.960 0.110
H -1.124 4.071 0.203
N -1.901 0.299 0.130
C 0.983 -2.096 -2.162
C -1.506 3.056 0.158
H 2.379 -1.069 2.967
H 3.137 2.015 -0.439
H -0.358 1.312 -2.801
N -3.725 -0.836 -0.414
H -2.408 -2.918 0.603
C 1.620 -1.748 2.582
H 2.874 1.391 1.210
H 2.104 -2.582 2.077
H -4.304 -1.662 -0.474
H 1.011 -2.119 3.406
C 3.114 1.120 0.183
H 0.323 2.268 -0.680
H 4.092 0.640 0.153
Si 0.874 -0.570 0.164
O 2.164 0.223 -0.359
H -2.604 1.035 0.001
C -0.338 2.080 0.171
H -2.092 2.967 -0.755
O 0.754 -1.054 1.697
H 1.199 -1.207 -2.751
N -1.984 -2.011 0.690
H -1.057 -1.958 1.074
C -0.662 0.635 0.171
O 0.531 -1.749 -0.866
H 1.884 -2.703 -2.083
H -2.153 2.910 1.022
H -0.721 1.640 -3.408
H 0.191 -2.674 -2.636
H 0.285 2.250 1.056
```



The following is a quantum chemistry calculation of a 3-piece molecular cluster, C7H20NO2 overall, from the OMol25 dataset.

## Properties
* HOMO energy (spin up / spin down): -18.66 / -18.67 eV
* E_tot: -483.2766 hartree
* F_max: 1.6 eV Å⁻¹
* relative energy (zero: lowest compared OMol25 entry of this formula, charge and spin): 0.000 eV
* spin multiplicity: 2
* expectation value of S²: 0.752
* gap between HOMO and LUMO (spin up / spin down): 10.91 / 7.51 eV
* E_LUMO (spin up / spin down): -7.76 / -11.16 eV
* charge: +2

Structure (XYZ):
```
30
C7H20NO2 (ωB97M-V/def2-TZVPD)
C -0.385 -2.062 -1.223
H 2.992 3.111 0.894
H 0.130 2.267 -1.498
H 1.508 0.138 -0.630
H 2.197 3.631 2.129
C -0.494 0.809 -0.066
O 0.140 -0.018 3.120
C 0.043 -1.793 -2.534
H -0.451 -2.175 -3.424
C 0.431 -1.616 -0.051
H -0.932 2.652 0.877
H -1.487 -3.849 -1.131
H -2.074 -2.588 -0.019
H 0.859 -1.115 -2.756
H -0.177 -0.926 3.047
C -1.656 -2.769 -0.998
H -0.565 1.510 1.941
H -1.646 1.999 -1.480
H 0.674 2.237 0.980
O 2.143 3.048 1.361
H 1.313 -2.272 -0.091
C -0.679 1.528 -1.387
H -1.401 0.243 0.137
H 0.718 -0.061 3.897
H -0.064 -2.045 0.823
H -2.289 -2.510 -1.837
H -0.465 0.858 -2.219
C 0.724 -0.118 0.084
N -0.311 1.856 1.014
H 1.202 0.031 1.038
```



The following is a quantum chemistry calculation of C7H21ClO5P2Sn as an isolated structure, from the OMol25 dataset.

## Properties
* HOMO energy: -16.02 eV
* E_tot: -2011.5414 hartree
* F_max: 8.2 eV Å⁻¹
* spin multiplicity: 1
* gap between HOMO and LUMO: 7.18 eV
* E_LUMO: -8.84 eV
* charge: +2

Structure (XYZ):
```
37
C7H21ClO5P2Sn (ωB97M-V/def2-TZVPD)
H -2.397 2.819 0.064
H 1.629 3.216 0.902
H 1.283 4.358 -0.435
H -0.455 3.824 -2.475
H 0.409 2.320 -2.934
C 1.340 -3.339 -0.031
H 1.211 -4.391 -0.312
H -1.268 3.211 1.385
H -0.964 0.582 0.979
O 2.779 -0.001 1.286
C -1.538 -3.243 0.141
O -1.276 0.478 3.996
Cl -0.005 -0.002 3.754
H -0.300 -3.811 -2.519
H 2.250 -2.943 -0.495
H 0.662 -2.341 -2.882
H -1.528 -4.290 -0.176
P -0.121 2.429 -0.568
H 1.442 -3.261 1.059
H -1.484 -3.177 1.233
P -0.119 -2.423 -0.581
C -1.433 3.282 0.303
H -1.114 -2.234 -2.778
C 1.413 3.302 -0.171
H -2.459 -2.755 -0.197
C -0.224 -2.729 -2.367
O 0.258 0.023 2.250
Sn 0.008 0.001 -0.514
H -1.348 2.277 -2.642
H 2.257 2.884 -0.730
O 0.215 -1.348 3.995
H -0.950 -0.672 0.961
H 0.860 0.018 -1.875
C -0.402 2.739 -2.329
H -1.429 4.329 -0.012
O 1.053 0.863 3.987
C 1.748 0.002 0.730
```



The following is a quantum chemistry calculation of a 3-piece molecular cluster, C7H21N4O overall, from the OMol25 dataset.

## Properties
* HOMO energy: -12.68 eV
* E_tot: -573.3172 hartree
* F_max: 3.9 eV Å⁻¹
* relative energy (zero: lowest compared OMol25 entry of this formula, charge and spin): 0.000 eV
* spin multiplicity: 1
* gap between HOMO and LUMO: 10.23 eV
* E_LUMO: -2.45 eV
* charge: +1

Structure (XYZ):
```
33
C7H21N4O (ωB97M-V/def2-TZVPD)
H 2.408 -1.990 -1.366
H 0.545 1.748 0.702
H -1.390 -0.879 -0.417
H 1.148 0.571 2.034
H -1.615 2.115 -2.199
N -3.101 2.045 -0.485
C 1.466 1.119 1.092
O 0.689 -0.269 -0.620
H 3.878 -1.976 -0.480
H -4.146 -1.064 0.445
H 2.709 2.520 2.272
C -2.099 -1.380 0.124
C -0.659 -3.380 0.201
H -0.944 2.544 -0.522
C 1.675 0.125 0.026
H 3.642 -0.057 0.589
C 2.629 2.138 1.276
H -3.824 2.253 -1.158
H 3.824 -0.983 -1.961
N -1.887 -2.647 0.435
N -3.224 -0.702 0.227
C 3.276 -1.359 -1.046
H 3.587 1.728 0.999
H -0.044 -3.225 0.987
H -2.454 -3.175 1.076
H -0.950 -4.499 0.292
H 2.309 3.009 0.727
C -1.937 2.653 -1.206
N 2.929 -0.301 -0.117
H -3.326 2.509 0.380
H -1.986 3.804 -1.313
H -0.042 -3.216 -0.729
H -3.089 0.221 -0.266
```



The following is a quantum chemistry calculation of C7H21N7O14 as an isolated structure, from the OMol25 dataset.

## Properties
* HOMO energy: -9.11 eV
* E_tot: -1714.2380 hartree
* F_max: 13.3 eV Å⁻¹
* relative energy (zero: lowest compared OMol25 entry of this formula, charge and spin): 29.120 eV
* spin multiplicity: 1
* gap between HOMO and LUMO: 7.03 eV
* E_LUMO: -2.08 eV

Structure (XYZ):
```
49
C7H21N7O14 (ωB97M-V/def2-TZVPD)
N 10.589 -11.410 26.984
H 6.709 -13.026 30.773
O 8.409 -11.699 28.790
O 8.127 -12.161 25.133
N 8.069 -11.640 29.969
H 12.198 -11.095 27.304
H 8.693 -11.301 27.855
H 8.462 -13.058 31.440
C 11.002 -8.785 28.256
H 10.795 -8.782 29.326
O 8.883 -8.501 23.915
O 7.538 -13.384 26.825
H 5.935 -10.919 25.505
C 9.844 -10.318 24.996
C 7.781 -12.941 30.597
O 14.694 -10.206 27.284
C 9.179 -12.014 27.188
H 9.539 -12.979 27.545
N 8.643 -9.453 24.529
C 11.526 -11.619 24.047
N 7.359 -12.403 26.083
N 14.032 -11.021 26.602
O 11.041 -11.488 25.829
O 9.571 -8.813 26.274
O 7.844 -10.585 30.507
H 12.698 -12.708 26.869
C 13.026 -11.801 27.376
H 13.469 -11.979 28.356
H 9.771 -11.381 24.768
H 8.615 -12.037 26.256
H 6.033 -11.225 27.200
C 6.043 -11.725 26.231
O 7.536 -9.711 24.942
H 5.227 -12.448 26.237
H 9.901 -10.088 26.060
O 13.253 -12.262 22.553
H 10.468 -11.387 23.925
O 8.779 -9.131 28.119
O 14.262 -11.373 25.442
H 11.490 -7.861 27.947
O 11.273 -13.192 22.388
H 8.014 -13.733 29.885
H 11.614 -12.245 24.935
N 9.737 -8.820 27.469
H 11.397 -9.768 27.997
H 12.108 -10.703 24.142
O 11.244 -11.035 27.964
N 12.063 -12.385 22.919
H 10.696 -9.984 24.405
```



The following is a quantum chemistry calculation of a 5-piece molecular cluster, C7H21NO4 overall, from the OMol25 dataset.

## Properties
* HOMO energy (spin up / spin down): -13.10 / -13.07 eV
* E_tot: -634.5976 hartree
* F_max: 2.8 eV Å⁻¹
* relative energy (zero: lowest compared OMol25 entry of this formula, charge and spin): 2.970 eV
* spin multiplicity: 2
* expectation value of S²: 0.753
* gap between HOMO and LUMO (spin up / spin down): 8.80 / 5.07 eV
* E_LUMO (spin up / spin down): -4.30 / -8.00 eV
* charge: +1

Structure (XYZ):
```
33
C7H21NO4 (ωB97M-V/def2-TZVPD)
H 1.143 -2.712 0.095
C 0.539 -0.166 0.143
H 1.173 1.129 -1.525
C -0.643 -0.864 0.817
H -0.855 3.440 0.861
H 0.494 -1.186 2.653
N -1.083 -2.730 2.368
C -0.502 -1.386 2.242
H -1.004 -0.711 2.958
H -1.170 2.280 -1.452
O 3.381 2.220 1.678
H 2.802 -0.123 0.110
H -0.204 0.082 -1.727
H -0.995 -1.600 0.099
H -1.267 -3.143 1.475
H 2.068 -0.821 1.506
H -1.420 -0.085 0.742
O 1.294 -2.478 -0.822
O -3.335 1.437 -0.908
H 1.033 -3.220 -1.394
C 0.315 0.722 -1.009
H -4.007 1.006 -0.328
H 3.734 1.332 1.551
H 0.081 -0.528 -4.396
H -0.975 -0.644 -3.324
O -0.800 -0.190 -4.148
C -0.570 1.939 -0.628
H -0.485 -3.298 2.956
H 2.446 2.110 1.501
C -0.289 2.600 0.474
H 0.507 2.324 1.149
H -3.496 1.037 -1.784
C 1.841 -0.342 0.559
```